# 1
Below is a molecular structure, C14H8F3MoN14OSe, with properties calculated with the ωB97M-V functional and the def2-TZVPD basis.

## Properties
DFT total energy = -112876.7200 eV
E_LUMO (alpha / beta) = -13.80 / -13.80 eV
charge = +3
highest occupied orbital energy (alpha / beta) = -19.8 / -19.8 eV

Atoms and positions in Å:
Mo (0.03, 0.48, 0.49)
N (2.86, 0.61, 2.57)
C (2.91, 0.45, 1.24)
N (3.69, 1.04, 0.32)
N (3.06, 0.92, -0.81)
N (1.97, 0.15, -0.67)
N (1.90, -0.19, 0.62)
C (1.62, 0.53, 3.16)
N (1.38, 0.56, 4.43)
N (0.02, 0.60, 4.53)
N (-0.55, 0.65, 3.41)
N (0.43, 0.54, 2.42)
H (3.66, 0.91, 3.12)
Se (1.90, 4.16, 0.84)
N (1.07, 5.02, -0.41)
C (0.19, 4.23, -1.03)
C (-0.72, 4.51, -2.08)
C (-1.54, 3.48, -2.49)
C (-1.49, 2.20, -1.90)
N (-0.60, 1.91, -0.94)
C (0.19, 2.92, -0.52)
N (1.00, 2.61, 0.48)
H (-0.78, 5.50, -2.53)
H (-2.27, 3.64, -3.28)
H (-2.16, 1.41, -2.22)
F (-1.57, -5.32, -2.95)
C (-1.09, -5.39, -1.72)
F (-1.96, -6.01, -0.93)
F (0.06, -6.06, -1.73)
C (-0.81, -3.98, -1.18)
C (-0.85, -3.74, 0.19)
C (-0.58, -2.47, 0.65)
N (-0.27, -1.47, -0.21)
C (-0.21, -1.71, -1.54)
C (-0.48, -2.95, -2.06)
H (-1.10, -4.52, 0.89)
H (-0.61, -2.24, 1.70)
H (0.09, -0.89, -2.18)
H (-0.44, -3.12, -3.12)
O (-3.56, 0.22, 2.54)
C (-2.66, 0.32, 1.86)
N (-1.72, 0.48, 1.05)



# 2
Below is a molecular structure, C14H9Br2N2O7RuS, with properties calculated with the ωB97M-V functional and the def2-TZVPD basis.

## Properties
spin multiplicity = 5
DFT total energy = -185480.3069 eV
E_LUMO (alpha / beta) = 2.39 / 2.10 eV
ΔE to the lowest compared entry with this formula, charge and spin = 0.000 eV
charge = -1
highest occupied orbital energy (alpha / beta) = -3.9 / -4.8 eV

Atoms and positions in Å:
Ru (-0.51, -1.67, 0.44)
O (3.66, -2.50, 1.35)
C (2.61, -1.93, 1.31)
O (1.91, -1.21, 0.62)
C (1.58, -2.21, 2.97)
O (2.23, -1.85, 3.91)
O (0.50, -2.65, 2.62)
Br (-1.40, 1.85, -3.43)
C (-1.50, 2.13, -1.56)
C (-1.97, 3.36, -1.08)
C (-2.03, 3.61, 0.26)
Br (-2.68, 5.30, 0.85)
C (-1.62, 2.64, 1.20)
C (-1.61, 2.81, 2.60)
C (-1.16, 1.80, 3.40)
C (-0.73, 0.60, 2.82)
N (-0.72, 0.41, 1.52)
C (-1.15, 1.40, 0.70)
C (-1.08, 1.10, -0.72)
O (-0.63, -0.02, -1.12)
H (-2.29, 4.11, -1.79)
H (-1.96, 3.74, 3.02)
H (-1.14, 1.91, 4.48)
H (-0.38, -0.22, 3.44)
N (2.43, -1.25, -3.75)
C (1.69, -1.33, -2.49)
C (1.25, -2.76, -2.22)
O (1.72, -3.66, -3.09)
O (0.55, -3.10, -1.30)
H (3.32, -0.78, -3.63)
H (1.91, -0.73, -4.45)
H (2.24, -3.12, -3.73)
H (0.81, -0.70, -2.45)
H (2.31, -1.04, -1.64)
S (-3.85, -1.99, 0.47)
C (-2.27, -2.07, 0.47)



# 3
Below is 5 unconnected molecules or ions with the total composition C14H9Cl16NO3 in a non-equilibrium geometry, with properties calculated with the ωB97M-V functional and the def2-TZVPD basis.

## Properties
SMILES = COCN1C(=O)c2ccccc2C1=O.ClC(Cl)(Cl)Cl.ClC(Cl)(Cl)Cl.ClC(Cl)(Cl)Cl.ClC(Cl)(Cl)Cl
DFT total energy = -222652.7261 eV
E_LUMO = -0.08 eV
charge = 0
highest occupied orbital energy = -9.7 eV

Atoms and positions in Å:
C (2.23, -0.83, -1.30)
O (1.67, 0.40, -1.73)
C (1.86, 1.48, -0.85)
N (0.75, 1.71, 0.05)
C (0.27, 0.65, 0.88)
O (0.68, 0.37, 1.96)
C (-0.87, 0.07, 0.07)
C (-1.43, -1.19, 0.06)
C (-2.49, -1.40, -0.82)
C (-2.97, -0.37, -1.62)
C (-2.40, 0.91, -1.62)
C (-1.33, 1.10, -0.76)
C (-0.44, 2.30, -0.47)
O (-0.67, 3.46, -0.58)
H (2.83, -0.73, -0.39)
H (1.41, -1.50, -1.03)
H (2.81, -1.32, -2.09)
H (1.96, 2.37, -1.47)
H (2.78, 1.41, -0.28)
H (-1.03, -1.98, 0.70)
H (-2.94, -2.39, -0.87)
H (-3.82, -0.58, -2.27)
H (-2.79, 1.70, -2.22)
C (-0.76, 3.91, -4.34)
Cl (-1.04, 2.34, -3.56)
Cl (-1.62, 3.96, -5.88)
Cl (-1.35, 5.20, -3.30)
Cl (0.98, 4.12, -4.62)
C (0.10, -1.35, 5.45)
Cl (-0.74, -1.60, 3.92)
Cl (-0.82, -0.21, 6.44)
Cl (0.26, -2.89, 6.31)
Cl (1.71, -0.68, 5.14)
C (5.06, 0.78, -3.70)
Cl (3.50, 1.47, -4.14)
Cl (6.17, 0.90, -5.07)
Cl (5.73, 1.65, -2.32)
Cl (4.85, -0.93, -3.26)
C (-3.62, -4.46, 5.92)
Cl (-5.35, -4.55, 5.59)
Cl (-3.20, -2.83, 6.46)
Cl (-3.19, -5.63, 7.17)
Cl (-2.72, -4.83, 4.44)



# 4
Below is a molecular structure, C15H10AsF11N3O2Sn in a non-equilibrium geometry, with properties calculated with the ωB97M-V functional and the def2-TZVPD basis.

## Properties
spin multiplicity = 2
DFT total energy = -120827.6959 eV
E_LUMO (alpha / beta) = -9.01 / -9.01 eV
ΔE to the lowest compared entry with this formula, charge and spin = 0.480 eV
charge = +2
highest occupied orbital energy (alpha / beta) = -15.0 / -15.0 eV

Atoms and positions in Å:
Sn (-0.83, -0.67, 1.38)
O (0.88, 3.42, 3.37)
C (1.73, 3.85, 2.46)
C (2.48, 5.00, 2.76)
C (3.37, 5.50, 1.85)
C (3.54, 4.89, 0.59)
C (2.82, 3.77, 0.27)
C (1.89, 3.23, 1.19)
C (1.08, 2.13, 0.84)
O (0.22, 1.55, 1.52)
N (1.30, 1.60, -0.49)
N (0.48, 1.22, -1.24)
C (-0.28, 0.81, -2.15)
C (-0.79, -0.58, -2.26)
C (-1.01, -1.08, -3.53)
C (-1.37, -2.41, -3.67)
C (-1.53, -3.19, -2.53)
C (-1.36, -2.58, -1.30)
N (-0.99, -1.31, -1.15)
H (0.40, 2.62, 3.10)
H (2.33, 5.46, 3.73)
H (3.97, 6.37, 2.11)
H (4.24, 5.31, -0.12)
H (2.95, 3.30, -0.70)
H (-0.54, 1.51, -2.95)
H (-0.89, -0.45, -4.40)
H (-1.54, -2.83, -4.65)
H (-1.78, -4.23, -2.60)
H (-1.55, -3.14, -0.38)
F (-3.22, 1.49, -0.82)
C (-2.80, 1.34, 0.41)
F (-2.43, 2.51, 0.86)
C (-3.84, 0.66, 1.31)
F (-3.89, -0.64, 0.96)
F (-3.38, 0.69, 2.57)
F (-5.03, 1.18, 1.25)
F (1.00, -0.94, -0.10)
As (1.95, -1.91, 1.21)
F (0.28, -2.55, 1.41)
F (1.24, -0.56, 2.20)
F (2.58, -2.66, 2.56)
F (3.25, -0.89, 0.82)
F (2.28, -3.08, 0.04)



# 5
Below is a molecular structure, C15H10N3O3SZr, with properties calculated with the ωB97M-V functional and the def2-TZVPD basis.

## Properties
DFT total energy = -38441.9437 eV
E_LUMO = -4.48 eV
charge = +1
highest occupied orbital energy = -12.1 eV

Atoms and positions in Å:
Zr (0.65, 1.01, 0.33)
O (-1.26, 2.56, 0.60)
C (-2.50, 2.32, -0.03)
C (-3.60, 3.11, 0.23)
C (-4.81, 2.79, -0.36)
C (-4.92, 1.69, -1.20)
C (-3.82, 0.90, -1.45)
C (-2.60, 1.21, -0.87)
C (-1.33, 0.49, -1.05)
O (-0.32, 1.22, -1.48)
N (-1.13, -0.70, -0.51)
N (0.24, -0.91, -0.40)
C (0.89, -2.01, -0.54)
C (2.31, -2.04, -0.32)
C (2.98, -3.26, -0.47)
C (4.34, -3.35, -0.31)
C (5.07, -2.20, 0.00)
C (4.44, -0.98, 0.15)
C (3.06, -0.88, 0.00)
O (2.47, 0.32, 0.16)
H (-1.43, 2.96, 1.47)
H (-3.51, 3.97, 0.89)
H (-5.68, 3.41, -0.16)
H (-5.87, 1.45, -1.65)
H (-3.89, 0.03, -2.10)
H (0.37, -2.91, -0.85)
H (2.40, -4.15, -0.72)
H (4.85, -4.30, -0.43)
H (6.14, -2.26, 0.13)
H (5.00, -0.09, 0.39)
S (0.82, -0.24, 4.85)
C (0.47, 0.23, 3.40)
N (0.18, 0.61, 2.30)



# 6
Below is 2 unconnected molecules or ions with the total composition C15H11BF2IO6 in a non-equilibrium geometry, with properties calculated with the ωB97M-V functional and the def2-TZVPD basis.

## Properties
DFT total energy = -42237.4507 eV
E_LUMO = 1.20 eV
ΔE to the lowest compared entry with this formula, charge and spin = 1.423 eV
charge = -1
highest occupied orbital energy = -7.0 eV

Atoms and positions in Å:
C (-1.34, 0.92, 1.56)
C (-0.57, 1.57, 0.35)
I (1.37, 2.42, 0.93)
C (-0.44, 0.63, -0.92)
C (0.79, -0.34, -0.87)
C (1.49, -0.51, -2.02)
C (2.75, -1.43, -1.98)
O (3.07, -2.17, -2.88)
C (3.55, -1.36, -0.63)
C (5.00, -1.44, -0.57)
C (5.62, -1.31, 0.76)
C (4.86, -1.12, 1.98)
C (3.40, -1.06, 1.92)
C (2.79, -1.17, 0.62)
C (1.23, -1.07, 0.44)
O (0.46, -1.55, 1.23)
H (-0.58, 0.53, 2.29)
H (-1.92, 0.02, 1.23)
H (-1.94, 1.68, 2.09)
H (-1.17, 2.45, 0.01)
H (-1.41, 0.12, -1.16)
H (-0.25, 1.32, -1.78)
H (1.23, 0.00, -2.98)
H (5.60, -1.58, -1.49)
H (6.73, -1.37, 0.85)
H (5.37, -1.00, 2.96)
H (2.76, -0.89, 2.82)
B (-6.37, 0.21, -0.45)
O (-5.64, 0.57, -1.69)
C (-4.60, 1.30, -1.34)
O (-3.79, 1.76, -2.11)
C (-4.58, 1.46, 0.15)
O (-3.76, 2.07, 0.78)
O (-5.61, 0.82, 0.67)
F (-6.41, -1.20, -0.30)
F (-7.69, 0.72, -0.49)